Formula: C38H59N5O18
Source: OMol25
Level of theory: ωB97M-V with the def2-TZVPD basis set

Structure (ORCA input):
```
! RIJCOSX wB97M-V def2-TZVPD def2/J DEFGRID3
* xyz -1 2
C 0.269 -1.199 0.074
C 1.325 -0.205 -0.416
O 0.480 0.927 -0.585
C -0.685 0.831 -0.102
O -1.542 1.686 -0.169
O -0.975 -0.467 -0.006
H 0.216 -1.484 1.125
H 0.239 -2.155 -0.449
H 1.944 -0.366 -1.299
H 1.968 -0.072 0.454
C -5.502 4.516 -0.417
C -4.744 3.118 -0.603
O -5.470 2.646 -1.744
C -6.365 3.490 -2.266
O -6.918 3.273 -3.315
O -6.458 4.604 -1.559
H -4.702 5.237 -0.585
H -5.806 4.580 0.628
H -5.071 2.506 0.238
H -3.661 3.238 -0.631
C 1.820 -3.043 2.761
C 1.908 -3.940 4.036
O 2.307 -2.927 4.958
C 2.329 -1.660 4.473
O 2.430 -0.589 5.054
O 2.021 -1.729 3.208
H 0.790 -3.020 2.406
H 2.360 -3.437 1.901
H 2.784 -4.577 3.914
H 1.065 -4.490 4.455
C -2.505 4.216 2.002
C -1.997 4.965 0.708
O -2.916 5.953 0.710
C -3.608 6.186 1.900
O -4.393 7.108 2.066
O -3.349 5.163 2.731
H -1.655 3.821 2.558
H -3.073 3.343 1.679
H -1.856 4.447 -0.241
H -1.030 5.453 0.823
C 0.906 -6.281 -1.903
C 2.188 -5.693 -1.407
O 2.329 -4.405 -1.950
C 1.117 -4.053 -2.315
O 0.722 -3.036 -2.868
O 0.290 -5.120 -2.199
H 0.345 -6.826 -1.144
H 0.924 -6.833 -2.842
H 3.060 -6.111 -1.910
H 2.085 -5.732 -0.322
C -4.083 0.108 3.284
C -3.653 -0.093 4.750
O -2.445 -0.739 4.556
C -1.767 -0.087 3.566
O -0.538 -0.079 3.376
O -2.752 0.393 2.769
H -4.867 0.844 3.106
H -4.538 -0.820 2.939
H -4.213 -0.896 5.229
H -3.732 0.719 5.473
C -1.120 0.002 -3.570
C -1.866 -0.655 -4.686
C -2.737 0.179 -5.699
C -3.175 1.522 -5.216
N -3.558 2.557 -4.855
H -0.421 -0.667 -3.067
H -1.685 0.568 -2.830
H -0.454 0.809 -3.878
H -2.600 -1.315 -4.225
H -1.388 -1.469 -5.232
H -3.516 -0.537 -5.962
H -2.064 0.307 -6.547
C 2.907 1.920 -4.593
C 4.046 2.322 -3.665
C 3.428 2.607 -2.217
C 2.410 3.658 -2.005
N 1.658 4.523 -1.842
H 2.959 0.950 -5.089
H 2.944 2.480 -5.527
H 1.950 1.882 -4.073
H 4.379 3.302 -4.006
H 4.898 1.651 -3.778
H 4.306 2.903 -1.642
H 3.123 1.677 -1.738
C -5.276 -2.600 0.633
C -3.939 -3.335 0.560
C -2.986 -3.075 1.623
C -2.097 -4.206 1.846
N -1.402 -5.087 2.047
H -5.758 -2.698 -0.340
H -5.162 -1.519 0.726
H -5.966 -2.945 1.402
H -3.404 -3.237 -0.385
H -4.203 -4.391 0.503
H -3.484 -2.875 2.572
H -2.441 -2.136 1.519
C 1.993 3.628 2.905
C 2.261 2.188 3.232
C 3.724 1.850 3.068
C 4.139 1.568 1.653
N 4.474 1.298 0.559
H 2.264 3.988 1.913
H 2.527 4.223 3.647
H 0.923 3.832 2.884
H 1.486 1.596 2.744
H 1.931 2.025 4.258
H 3.985 0.960 3.641
H 4.345 2.682 3.398
C 5.709 -0.810 -1.729
C 6.450 -2.174 -1.618
C 6.855 -2.704 -0.166
C 5.682 -3.057 0.546
N 4.704 -3.268 1.085
H 4.656 -0.942 -1.479
H 5.693 -0.379 -2.730
H 6.217 -0.052 -1.133
H 7.411 -2.041 -2.115
H 5.998 -3.020 -2.135
H 7.483 -2.063 0.454
H 7.437 -3.614 -0.312
*
```

Gap between HOMO and LUMO (spin up / spin down)   1.38 / 10.77 eV
<S²>   0.75
E_HOMO (spin up / spin down)   0.46 / -8.78 eV

Atom charges from the Mulliken analysis, given in e for atoms 1 to 99: 0.1529 0.5969 -0.1892 0.8157 -0.8795 0.0142 -0.6115 -0.2749 0.1880 -0.2225 -0.1698 0.4864 -0.3576 0.5136 -0.5792 -0.3556 0.2418 0.3137 -0.0556 -0.0960 1.2257 -0.7903 -0.2917 0.4402 -0.5877 -0.0911 -0.4622 0.0730 0.3514 0.2708 0.5016 -0.1591 -0.4239 0.6003 -0.5653 -0.3127 0.0960 -0.2060 0.2647 0.2349 -1.0557 -1.5215 0.6151 -0.2411 -0.2510 0.2755 0.4377 0.4508 0.6932 0.3688 -0.4624 -0.8516 -0.2528 0.4503 -0.5711 0.4056 0.3716 -0.1151 0.3796 0.3904 -0.4549 -0.9187 -0.5045 0.2838 -0.4427 0.1175 0.2089 0.3162 0.3107 0.4403 0.3482 0.2674 -0.9777 -0.5076 0.6183 0.1695 -0.5626 0.3584 0.3789 0.0396 0.3394 0.3606 0.4250 -0.6408 -1.3756 -0.4595 1.8726 -0.9256 -0.3679 0.4537 0.1427 0.4021 0.2721 0.4766 0.0366 -0.5674 -1.3684 0.6750 -0.5104

***

Formula: C38H60Cl6O24
Source: OMol25
Level of theory: ωB97M-V with the def2-TZVPD basis set

Structure (ORCA input):
```
! RIJCOSX wB97M-V def2-TZVPD def2/J DEFGRID3
* xyz 0 1
C 0.150 -6.068 2.470
C -1.266 -5.637 2.210
C -1.541 -4.158 2.026
O -2.491 -4.173 0.928
C -2.493 -5.370 0.302
O -3.253 -5.673 -0.572
O -1.651 -6.197 0.936
H 0.362 -7.095 2.179
H 0.467 -5.947 3.507
H 0.826 -5.447 1.875
H -2.043 -6.122 2.819
H -0.583 -3.726 1.728
H -1.999 -3.652 2.866
C -2.650 1.933 5.649
C -1.469 1.469 4.860
C -0.087 1.573 5.580
O 0.574 0.443 5.091
C -0.319 -0.501 4.722
O -0.066 -1.581 4.310
O -1.544 0.028 4.876
H -3.635 1.765 5.208
H -2.714 3.018 5.802
H -2.679 1.536 6.663
H -1.307 1.810 3.836
H -0.189 1.719 6.657
H 0.393 2.484 5.208
C 1.033 2.298 1.410
C 0.244 1.380 0.478
C 0.960 0.055 0.221
O 0.147 -0.918 0.869
C -1.004 -0.365 1.292
O -1.852 -0.996 1.836
O -0.932 0.967 1.155
H 1.922 2.793 1.020
H 1.235 1.928 2.417
H 0.394 3.186 1.528
H -0.030 1.962 -0.399
H 1.988 0.020 0.579
H 0.958 -0.233 -0.830
C 2.821 -3.423 -3.255
C 1.894 -2.887 -2.166
C 1.224 -3.940 -1.259
O 1.885 -3.847 -0.005
C 2.721 -2.782 -0.009
O 3.342 -2.461 0.963
O 2.705 -2.175 -1.190
H 3.277 -2.605 -3.807
H 2.464 -4.254 -3.861
H 3.662 -3.896 -2.729
H 1.233 -2.170 -2.645
H 1.483 -4.926 -1.653
H 0.139 -3.872 -1.263
C 5.058 2.756 -4.377
C 4.641 1.869 -3.202
C 4.265 2.620 -1.873
O 2.941 2.225 -1.591
C 2.420 1.590 -2.635
O 1.303 1.170 -2.720
O 3.347 1.370 -3.577
H 4.241 3.389 -4.716
H 5.341 2.090 -5.193
H 5.922 3.394 -4.186
H 5.324 1.045 -3.010
H 4.445 3.692 -1.849
H 4.964 2.249 -1.118
C -1.771 -5.370 -4.014
C -2.167 -3.910 -4.007
C -3.436 -3.602 -3.132
O -3.056 -2.403 -2.444
C -1.747 -2.325 -2.439
O -1.134 -1.538 -1.764
O -1.186 -3.082 -3.395
H -2.532 -6.113 -4.249
H -1.302 -5.562 -3.048
H -1.051 -5.572 -4.813
H -2.497 -3.568 -4.992
H -3.539 -4.457 -2.462
H -4.371 -3.518 -3.677
C -2.948 2.097 -1.504
C -1.989 1.800 -2.655
C -2.442 0.866 -3.772
O -2.307 1.583 -5.000
C -2.098 2.885 -4.712
O -2.057 3.771 -5.504
O -1.958 3.054 -3.403
H -2.560 2.946 -0.945
H -2.998 1.214 -0.864
H -3.927 2.330 -1.918
H -0.969 1.563 -2.360
H -3.468 0.492 -3.705
H -1.822 -0.028 -3.843
C -4.645 0.742 2.133
C -5.246 0.032 0.926
C -4.935 -1.454 0.844
O -6.162 -2.050 0.439
C -7.180 -1.181 0.752
O -8.334 -1.417 0.608
O -6.672 -0.002 1.137
H -4.740 0.248 3.097
H -5.051 1.752 2.166
H -3.572 0.755 1.917
H -5.063 0.525 -0.031
H -4.522 -1.758 1.808
H -4.173 -1.664 0.095
Cl 3.639 4.803 1.733
C 4.496 5.051 3.283
C 3.707 4.491 4.457
Cl 4.274 5.183 5.999
H 4.651 6.110 3.482
H 5.471 4.604 3.108
H 3.778 3.411 4.567
H 2.661 4.683 4.214
Cl 3.250 5.711 -3.227
C 1.746 6.557 -2.870
C 0.559 5.608 -2.701
Cl 0.761 4.647 -1.191
H 1.475 7.329 -3.591
H 1.907 7.134 -1.960
H 0.605 4.799 -3.426
H -0.416 6.082 -2.731
Cl 4.075 0.836 4.320
C 3.615 -0.217 2.981
C 4.171 0.367 1.684
Cl 5.935 0.354 1.729
H 2.535 -0.345 3.046
H 4.054 -1.201 3.138
H 3.865 1.398 1.510
H 3.897 -0.204 0.795
*
```

Gap between HOMO and LUMO   10.82 eV
Energy above the lowest of the compared OMol25 structures with the same formula, charge and spin   0.000 eV
SMILES   C[C@H]1COC(=O)O1.C[C@H]1COC(=O)O1.C[C@H]1COC(=O)O1.C[C@H]1COC(=O)O1.C[C@H]1COC(=O)O1.C[C@H]1COC(=O)O1.C[C@H]1COC(=O)O1.C[C@H]1COC(=O)O1.ClCCCl.ClCCCl.ClCCCl
E_HOMO   -10.52 eV

Atom charges from the Mulliken analysis, given in e for atoms 1 to 99: -1.1767 0.1865 0.5095 -0.0373 0.4911 -0.6132 -0.4034 0.3636 0.3707 0.1017 0.3453 -0.3695 0.3249 -1.5832 1.2522 -0.4801 -0.2300 0.6267 -0.4801 -0.3364 0.2883 0.3976 0.3654 -0.1965 0.2965 0.2391 -1.8957 3.6017 3.5678 -0.2935 -0.0156 -0.2266 -0.6976 -0.3045 0.1628 0.6727 -1.7208 -2.2799 -0.6752 -1.7450 1.0440 0.5130 -0.3031 0.3780 -0.5559 -0.3103 0.3400 0.3593 0.4803 -0.1695 0.4049 -0.4663 -1.4185 0.4184 -0.5651 0.2422 0.0835 -0.5227 -0.3977 0.3432 0.3723 0.3591 0.3665 0.2531 0.2451 -1.3234 0.3085 -0.4201 -0.1949 -0.4104 0.6247 -0.3540 0.3622 0.2562 0.3768 0.3623 0.0852 0.3579 -1.3076 2.4550 0.0699 -0.3973 0.5375 -0.5813 -0.5029 0.3150 -0.0883 0.6299 -1.2786 0.1891 0.0328 -1.3098 0.9364 0.3868 -0.4112 0.4517 -0.5553 -0.4413 0.3995

***

| no. | E_tot (Ha) |
| --- | --- |
| 1 | -3111.2544 |
| 2 | -6051.0179 |